(1)
A molecular structure, C30H37GeN3O3RbS2. Source: the OMol25 dataset; level of theory: the ωB97M-V functional and the def2-TZVPD basis.

Atoms and positions in Å:
Rb  0.77734  -1.44256  -1.30530
C  -0.99425  -3.49579  2.90296
C  -0.60502  -3.02609  1.52472
N  -0.08912  -1.87671  1.31083
N  0.02584  -1.03915  2.44122
C  1.26093  -0.79333  2.74070
S  2.71762  -1.39689  2.02340
S  1.37049  0.35305  4.12084
C  2.51981  -0.60216  5.12817
C  1.98512  -1.95002  5.52611
C  0.77951  -2.07975  6.20595
C  0.29988  -3.32745  6.56234
C  1.01479  -4.46965  6.23101
C  2.21023  -4.35188  5.54115
C  2.68990  -3.09840  5.19011
C  -0.73820  -3.96859  0.37035
C  -0.45032  -5.30881  0.60485
C  -0.48528  -6.27921  -0.38491
C  -0.83284  -5.87997  -1.67298
C  -1.15082  -4.56816  -1.94342
C  -1.15741  -3.54561  -0.94496
O  -1.47795  -2.34788  -1.24999
H  -1.45287  -2.67479  3.45202
H  -0.10082  -3.78173  3.46814
H  -1.66608  -4.34849  2.85700
H  2.74192  0.00751  6.00830
H  3.44296  -0.73592  4.56154
H  0.20107  -1.18981  6.42127
H  -0.64573  -3.41192  7.08158
H  0.62982  -5.44743  6.48958
H  2.76045  -5.23647  5.25305
H  3.59547  -3.00446  4.60796
H  -0.16238  -5.59503  1.61109
H  -0.23524  -7.30765  -0.15917
H  -0.85865  -6.60395  -2.48279
H  -1.44687  -4.26031  -2.94110
O  2.50676  0.34033  -2.07729
C  1.84057  1.27803  -1.69545
O  0.73511  1.62294  -2.32149
C  2.19706  2.00883  -0.43632
C  3.16301  1.46348  0.39919
C  3.39081  2.09866  1.60863
C  2.68139  3.25219  1.90153
C  1.74484  3.71987  0.98830
N  1.49502  3.10622  -0.16115
H  3.64613  0.53515  0.14679
H  4.07298  1.65890  2.32167
H  2.81230  3.76323  2.84477
H  1.15274  4.59966  1.20651
C  -5.57237  2.27002  -4.40240
C  -4.28308  1.52145  -4.11167
C  -3.32552  2.30749  -3.22215
C  -2.01667  1.57349  -2.96954
Ge  -0.79678  2.47607  -1.74224
C  -0.63478  4.39193  -2.06835
C  0.47531  4.73175  -3.06346
C  0.25251  4.18434  -4.46507
C  1.36154  4.59114  -5.41847
H  -6.25361  1.68390  -5.01824
H  -5.37743  3.20776  -4.92592
H  -6.09662  2.51664  -3.47844
H  -3.77336  1.26553  -5.04583
H  -4.50594  0.56538  -3.62935
H  -3.83349  2.51783  -2.27335
H  -3.13861  3.28625  -3.67761
H  -1.48606  1.39356  -3.90720
H  -2.22338  0.58632  -2.54188
H  -1.10948  2.05543  -0.30371
H  -0.43697  4.87235  -1.11246
H  -1.59978  4.75503  -2.42767
H  1.42358  4.34927  -2.67767
H  0.59552  5.81962  -3.12621
H  -0.71620  4.52685  -4.84394
H  0.19153  3.09495  -4.43410
H  1.44101  5.67705  -5.49967
H  1.20023  4.19502  -6.42087
H  2.32689  4.22160  -5.06986

Results
* 2S+1: 1
* orbital gap: 6.05 eV
* charge: -1
* HOMO energy: -3.85 eV
* relative energy (zero: lowest compared OMol25 entry of this formula, charge and spin): 39.5 kJ/mol

(2)
A molecular structure, C53H57KN4O6P2SSi. Source: the OMol25 dataset; level of theory: the ωB97M-V functional and the def2-TZVPD basis.

Atoms and positions in Å:
K  2.33285  1.12660  0.91125
C  1.83625  -1.72245  -0.49345
Si  2.81698  -2.11363  -2.03359
C  3.50589  -0.54733  -2.84268
N  2.51018  0.47152  -3.12757
C  1.56711  0.07416  -4.18152
C  1.31508  1.19452  -5.18215
C  2.62737  1.66892  -5.80844
C  3.67899  1.99099  -4.72386
C  3.08590  1.79554  -3.32611
C  4.32529  -3.16330  -1.56530
C  4.22551  -4.55542  -1.48741
C  5.29827  -5.33725  -1.08393
C  6.50720  -4.74035  -0.75126
C  6.63033  -3.36042  -0.82087
C  5.54986  -2.58404  -1.22040
C  1.91398  -3.19957  -3.29525
C  0.63382  -3.71049  -3.07407
C  0.02744  -4.55019  -4.00282
C  0.68745  -4.89056  -5.17465
C  1.96164  -4.39105  -5.41360
C  2.56329  -3.56013  -4.47975
H  2.52924  -1.32778  0.25705
H  1.43881  -2.66185  -0.08916
H  4.10828  -0.81016  -3.73717
H  4.19590  -0.12481  -2.10435
H  0.62877  -0.25624  -3.72422
H  1.97103  -0.78188  -4.74110
H  0.79869  2.02222  -4.69382
H  0.64508  0.82229  -5.96056
H  2.44520  2.54128  -6.44213
H  3.00052  0.87575  -6.46410
H  4.04596  3.01661  -4.81792
H  4.54780  1.33632  -4.83291
H  2.31457  2.54810  -3.14267
H  3.84930  1.94786  -2.56461
H  3.28855  -5.03562  -1.74985
H  5.19185  -6.41452  -1.02721
H  7.34546  -5.34850  -0.43225
H  7.56788  -2.88581  -0.55678
H  5.66039  -1.50563  -1.24651
H  0.09422  -3.40964  -2.18517
H  -0.96949  -4.93034  -3.81211
H  0.21300  -5.54041  -5.90134
H  2.48496  -4.65060  -6.32706
H  3.56479  -3.18682  -4.67317
C  -2.33295  2.51776  2.50193
N  -3.36908  1.53784  2.29517
C  -3.78923  1.28237  0.93333
P  -2.57822  0.27177  -0.09138
C  -3.21196  0.81689  -1.73601
C  -3.52693  -0.09308  -2.74601
C  -4.01406  0.33749  -3.97048
C  -4.17802  1.69250  -4.22228
C  -3.79932  2.61153  -3.25564
C  -3.30944  2.17810  -2.03192
C  -3.37057  -1.38663  0.03528
C  -4.70226  -1.64780  -0.29045
C  -5.24616  -2.90728  -0.09493
C  -4.46287  -3.92898  0.43237
C  -3.13860  -3.68104  0.75993
C  -2.59507  -2.41714  0.56138
C  -4.02428  0.90766  3.34873
C  -4.76764  -0.26816  3.13722
C  -5.47452  -0.87207  4.16456
C  -5.47020  -0.34559  5.44649
C  -4.72073  0.80028  5.67721
C  -4.01203  1.41530  4.66202
P  -0.47121  2.01559  2.54358
C  -0.42020  1.38764  4.28103
C  0.44319  1.88269  5.25920
C  0.49521  1.30708  6.51903
C  -0.30206  0.21152  6.82035
C  -1.11545  -0.32932  5.83780
C  -1.16099  0.24540  4.57622
C  0.01749  3.78642  2.83252
C  -0.45812  4.54081  3.91136
C  -0.10316  5.87007  4.07151
C  0.74865  6.48018  3.15723
C  1.23961  5.74536  2.09131
C  0.87120  4.41402  1.92998
H  -2.51946  3.06335  3.41909
H  -2.37728  3.24415  1.68338
H  -3.87739  2.24415  0.42419
H  -4.78338  0.84079  0.96886
H  -3.39053  -1.15251  -2.57077
H  -4.26472  -0.39070  -4.73275
H  -4.57225  2.02920  -5.17339
H  -3.87571  3.67358  -3.45527
H  -2.97233  2.91215  -1.31089
H  -5.32239  -0.85623  -0.69708
H  -6.28222  -3.09416  -0.35226
H  -4.88751  -4.91373  0.58644
H  -2.52372  -4.47066  1.17318
H  -1.56260  -2.21856  0.82926
H  -4.75827  -0.74876  2.17066
H  -6.02120  -1.78356  3.95158
H  -6.01227  -0.82730  6.25006
H  -4.67215  1.22365  6.67354
H  -3.42293  2.28267  4.91237
H  1.10392  2.70860  5.02801
H  1.18472  1.69596  7.25774
H  -0.25076  -0.24478  7.80148
H  -1.70409  -1.21572  6.04176
H  -1.75123  -0.22497  3.79951
H  -1.08654  4.07425  4.66007
H  -0.48319  6.42902  4.91897
H  1.03552  7.51701  3.28759
H  1.91997  6.19482  1.37884
H  1.27143  3.86620  1.09069
O  -0.15346  -1.59435  2.15179
H  0.61934  -1.18061  2.57377
H  -0.26428  -1.05860  1.34842
O  0.14614  2.22158  -0.34863
H  1.00391  2.53185  -0.66725
H  0.18053  1.23189  -0.48447
O  5.00068  3.51194  0.18888
N  4.13270  2.70037  -0.11371
O  4.39195  1.47909  -0.23675
O  2.94206  3.07784  -0.30165
S  3.30410  -0.94854  5.52087
C  2.69713  -0.36965  4.11057
N  2.27826  0.05695  3.10176
O  -0.28608  -1.26841  -1.37852
C  0.61403  -0.76429  -0.68092

Results
* 2S+1: 1
* orbital gap: 5.29 eV
* charge: -2
* HOMO energy: -1.36 eV
* relative energy (zero: lowest compared OMol25 entry of this formula, charge and spin): 29.8 kJ/mol

(3)
A molecular structure, C4H4Br12. Source: the OMol25 dataset; level of theory: the ωB97M-V functional and the def2-TZVPD basis.

Atoms and positions in Å:
C  -0.26631  0.90165  -0.41128
Br  -0.91326  2.09945  1.02683
Br  1.16993  1.65765  -1.55471
Br  -1.87601  0.32653  -1.45827
H  0.22306  0.01734  -0.00309
C  3.57295  -0.14869  1.95602
Br  4.98557  -1.28396  2.65127
Br  2.52354  0.50816  3.54212
Br  2.58980  -1.41691  0.84361
H  4.01314  0.65849  1.37053
C  -1.50886  -2.65378  3.27067
Br  -0.99798  -1.98874  1.48217
Br  -3.35655  -2.93351  3.56264
Br  -0.53653  -1.63408  4.66897
H  -1.11615  -3.67056  3.26366
C  -1.71190  1.93732  -4.77063
Br  -2.43038  3.29968  -5.93855
Br  0.32598  1.86307  -4.79872
Br  -2.69443  0.22075  -4.94054
H  -1.99553  2.24013  -3.76268

Results
* 2S+1: 2
* orbital gap (alpha / beta): 2.51 / 7.53 eV
* charge: -1
* HOMO energy (alpha / beta): -1.12 / -6.11 eV
* relative energy (zero: lowest compared OMol25 entry of this formula, charge and spin): 48.5 kJ/mol

(4)
A molecular structure, C3H8O2Pr. Source: the OMol25 dataset; level of theory: the ωB97M-V functional and the def2-TZVPD basis.

Atoms and positions in Å:
C  -0.45148  -2.65254  0.34346
C  0.05945  -1.43422  1.01179
O  0.89268  -0.66506  0.48108
Pr  3.04689  -0.52560  -0.84544
H  -0.10246  -2.73608  -0.69221
H  -1.54679  -2.67801  0.39572
H  -0.07358  -3.51140  0.92201
H  -0.17475  -1.29458  2.07938
O  -1.78390  1.13568  0.76749
H  -0.94009  0.90429  0.24460
C  -2.95264  0.91530  0.00242
H  -3.75400  1.50986  0.45754
H  -2.82844  1.23932  -1.04182
H  -3.25231  -0.14385  0.01165

Results
* 2S+1: 4
* orbital gap (alpha / beta): 6.14 / 6.20 eV
* charge: +2
* HOMO energy (alpha / beta): -15.80 / -15.80 eV
* relative energy (zero: lowest compared OMol25 entry of this formula, charge and spin): 0.0 kJ/mol

(5)
7 unconnected molecules or ions with the total composition C38H41F5O4S2. Source: the OMol25 dataset; level of theory: the ωB97M-V functional and the def2-TZVPD basis.

Atoms and positions in Å:
F  0.88691  2.03876  7.40359
C  0.73091  1.47676  6.19959
C  -0.58509  1.21876  5.79459
C  -0.91009  0.44376  4.62459
C  0.10291  0.01576  3.73959
C  1.44491  0.45376  4.04259
C  1.71591  1.18776  5.28759
H  -1.45909  1.60576  6.43459
H  -1.89509  0.28776  4.32759
H  -0.05009  -0.34024  2.86059
H  2.32191  0.32076  3.31959
H  2.70291  1.38776  5.69159
F  0.50691  -6.61224  -4.70141
C  0.48191  -6.42424  -3.32441
C  -0.52209  -5.54524  -2.92541
C  -0.79009  -5.26124  -1.50141
C  0.20091  -5.85824  -0.55041
C  1.16391  -6.79124  -1.00141
C  1.28991  -7.08024  -2.32841
H  -1.18309  -5.32224  -3.68341
H  -1.60509  -4.48324  -1.52441
H  0.09991  -5.64224  0.53659
H  1.78791  -7.57424  -0.43441
H  1.98391  -7.78824  -2.52141
F  -5.45609  -3.10324  4.98059
C  -4.92409  -2.22524  4.14659
C  -5.37009  -0.90224  4.17759
C  -4.75909  0.07376  3.30559
C  -3.73609  -0.35624  2.37959
C  -3.29309  -1.73424  2.46559
C  -3.91709  -2.63124  3.30459
H  -6.17309  -0.68924  4.71859
H  -5.23009  1.05976  3.28159
H  -3.30009  0.35476  1.67059
H  -2.58209  -2.09724  1.76059
H  -3.72809  -3.71124  3.14059
F  4.79091  -0.63824  -2.96341
C  5.05791  0.33876  -3.93041
C  5.54591  1.60176  -3.59141
C  5.76191  2.44576  -4.69341
C  5.35091  2.09076  -6.02241
C  4.65091  0.84676  -6.20841
C  4.49291  -0.01024  -5.17541
H  5.74891  1.66076  -2.46841
H  6.28691  3.33376  -4.59141
H  5.43791  2.67476  -6.96041
H  4.21091  0.71176  -7.14241
H  3.90891  -0.79424  -5.40341
F  -1.23109  0.55376  -5.78041
C  -1.75009  1.01676  -4.52841
C  -1.41909  2.33576  -4.10641
C  -1.81509  2.75276  -2.87441
C  -2.50409  1.89776  -1.98641
C  -2.80709  0.52176  -2.44441
C  -2.31109  0.17176  -3.66141
H  -1.05709  3.18076  -4.67841
H  -1.48909  3.71676  -2.46841
H  -2.66509  2.45476  -1.02941
H  -3.21109  0.00176  -1.74441
H  -2.62409  -1.09824  -3.90041
C  0.77791  4.12676  2.50959
C  -0.31509  4.23376  3.56559
C  -1.37209  4.92076  3.00359
S  -1.52709  4.25876  1.36759
O  -1.63909  5.31776  0.41859
O  -2.48809  3.20676  1.38159
C  0.01091  3.47376  1.22759
H  1.44891  3.43376  2.72159
H  1.35691  5.06676  2.15759
H  -0.06509  4.40376  4.45159
H  -0.53509  3.29676  3.91459
H  -1.18309  6.00676  3.09759
H  -2.12509  4.78976  3.55159
H  0.50191  3.79576  0.17859
H  -0.01809  2.61076  1.25759
C  1.66091  -1.86524  -0.20841
C  1.24791  -1.85024  -1.64441
C  0.17991  -1.02524  -1.79041
S  0.21591  0.19676  -0.59641
O  -0.86209  0.02376  0.20559
O  0.58991  1.42576  -1.18441
C  1.65091  -0.41224  0.25959
H  2.67391  -2.17224  0.12659
H  0.77391  -2.35924  0.38259
H  1.02791  -2.99424  -1.82241
H  2.14791  -1.42024  -2.17941
H  -0.54409  -1.47924  -1.44341
H  0.09591  -0.51824  -2.76641
H  1.59691  -0.06824  1.32559
H  2.40191  0.05576  -0.21341

Results
* SMILES: O=S1(=O)CCCC1.O=S1(=O)CCCC1.Fc1ccccc1.Fc1ccccc1.Fc1ccccc1.Fc1ccccc1.Fc1ccccc1
* 2S+1: 1
* orbital gap: 9.28 eV
* HOMO energy: -8.94 eV
* relative energy (zero: lowest compared OMol25 entry of this formula, charge and spin): 259.7 kJ/mol

(6)
2 unconnected molecules or ions with the total composition C18H25NO3. Source: the OMol25 dataset; level of theory: the ωB97M-V functional and the def2-TZVPD basis.

Atoms and positions in Å:
C  -5.19433  1.81085  -2.09559
C  -3.95866  2.66846  -1.99284
O  -2.85084  1.78666  -1.78105
C  -1.68524  2.48461  -1.71413
C  -0.51853  1.56352  -1.68015
C  -0.75466  0.12759  -1.85546
C  0.77467  2.21060  -1.68212
C  2.02321  1.37456  -1.92126
O  0.88853  3.42153  -1.48494
O  -1.67128  3.70355  -1.71744
H  -6.07914  2.44835  -2.13713
H  -5.16682  1.20494  -3.00866
H  -5.28934  1.14434  -1.23099
H  -3.79776  3.24556  -2.91557
H  -4.02610  3.37131  -1.15136
H  -1.83833  -0.02909  -1.91618
H  -0.31047  -0.26247  -2.78496
H  -0.35935  -0.44323  -1.00240
H  1.86534  0.29264  -1.89011
H  2.44580  1.63532  -2.90069
H  2.77566  1.65626  -1.17730
C  5.35021  -1.48549  -0.01036
N  4.04939  -1.83940  0.54046
C  3.85081  -3.21326  0.98179
C  3.07586  -0.93616  0.61530
C  1.76900  -1.23651  1.04669
C  0.74252  -0.30792  1.17733
C  -0.47894  -0.59204  1.89999
C  -1.18435  0.44120  2.57160
C  -2.32484  0.16358  3.31922
C  -2.82763  -1.14468  3.38421
C  -2.15872  -2.17705  2.71312
C  -1.00025  -1.91113  1.98353
H  6.02510  -2.33936  0.08725
H  5.26606  -1.21643  -1.07212
H  5.76433  -0.61564  0.51401
H  4.80194  -3.74277  0.88998
H  3.51144  -3.24326  2.02604
H  3.09972  -3.72655  0.36626
H  3.34268  0.09862  0.35817
H  1.56594  -2.27635  1.32727
H  0.90416  0.71683  0.83173
H  -0.79183  1.45982  2.50399
H  -2.83159  0.96875  3.85558
H  -3.75403  -1.34947  3.92208
H  -2.54556  -3.19525  2.75933
H  -0.49379  -2.71591  1.44785

Results
* 2S+1: 1
* orbital gap: 3.26 eV
* HOMO energy: -5.46 eV
* relative energy (zero: lowest compared OMol25 entry of this formula, charge and spin): 576.1 kJ/mol

The highest relative energy (zero: lowest compared OMol25 entry of this formula, charge and spin) belongs to which entry? C18H25NO3